{
  "formula": "C12H35N3O4P",
  "method": "the ωB97M-V functional and the def2-TZVPD basis",
  "orbital_gap_ev": 8.4,
  "charge": 1,
  "energy_ha": -1284.38408,
  "e_lumo_ev": -3.38,
  "largest_force_ev_per_a": 7.93,
  "e_homo_ev": -11.737,
  "species": ["N", "C", "C", "C", "N", "C", "C", "O", "C", "N", "P", "O", "H", "H", "H", "H", "H", "H", "H", "H", "H", "H", "H", "H", "H", "H", "H", "H", "H", "H", "H", "C", "C", "C", "O", "H", "H", "H", "H", "H", "H", "H", "H", "C", "C", "C", "O", "H", "H", "H", "H", "H", "H", "H", "H"],
  "coordinates": [[8.709794, -1.608771, -0.090726], [7.551786, -0.729188, -0.516319], [6.073923, -1.309662, -0.109002], [4.955915, -0.373516, -0.859511], [4.171886, 0.545017, 0.053095], [2.942874, -0.211827, 0.505286], [1.635422, -0.067277, -0.473067], [1.944031, 0.145060, -1.898528], [0.718063, -1.464143, -0.417150], [1.533135, -2.712282, -0.752874], [5.123364, 1.293988, 1.366285], [4.249698, 2.200796, 2.357640], [8.536245, -2.602999, -0.427717], [8.645618, -1.625499, 0.971339], [7.580528, -0.705346, -1.709468], [7.621752, 0.375806, -0.084657], [5.993895, -2.390740, -0.608971], [5.899175, -1.475409, 1.035948], [4.160183, -1.126961, -1.333349], [5.485254, 0.178639, -1.745513], [3.833072, 1.347981, -0.558278], [3.257202, -1.334565, 0.721141], [2.650715, 0.237098, 1.570037], [0.955542, 0.825317, -0.083426], [2.005775, 1.148076, -2.084515], [0.124754, -1.571349, 0.600522], [-0.060802, -1.349033, -1.309561], [2.279360, -2.401640, -1.435191], [2.007195, -3.090055, 0.096511], [5.848187, 0.368120, 2.198124], [6.067833, 2.210514, 0.724788], [-3.379857, 0.400689, 0.750885], [-2.402172, 0.565651, -0.401794], [-3.012105, 1.376461, -1.534037], [-2.026812, -0.719677, -0.890203], [-4.280979, -0.132199, 0.427275], [-2.931697, -0.195279, 1.553215], [-3.675970, 1.371809, 1.159403], [-1.491795, 1.059138, -0.044527], [-3.900218, 0.878167, -1.938677], [-2.301744, 1.476546, -2.361721], [-3.297268, 2.376846, -1.194109], [-2.829009, -1.165284, -1.209584], [-9.040956, 1.123565, -0.011616], [-7.688557, 0.631113, 0.478544], [-7.745585, 0.219109, 1.940872], [-6.722163, 1.666210, 0.316797], [-9.366376, 2.003487, 0.554556], [-8.981850, 1.428215, -1.062071], [-9.803402, 0.344446, 0.084792], [-7.363358, -0.218980, -0.131001], [-8.025089, 1.066979, 2.576301], [-6.762486, -0.121363, 2.283343], [-8.469206, -0.587099, 2.095929], [-7.002718, 2.425299, 0.854535]],
  "atomic_forces_ev_per_a": [[-2.062, 0.136, 1.192], [-0.539, -0.291, -0.679], [0.129, -0.693, -1.168], [0.810, -2.827, -1.819], [-0.274, -0.029, -1.772], [-1.776, -0.747, 2.664], [-1.421, -0.136, 0.502], [0.566, 2.060, 1.504], [-0.104, 0.289, -0.978], [0.682, 1.804, 0.659], [-1.897, 5.487, 5.407], [2.517, -3.625, -3.983], [0.228, 1.725, 0.591], [0.451, -0.311, -1.745], [-0.148, 0.260, 2.619], [0.333, -2.312, -0.971], [0.072, 2.365, 1.149], [0.356, 0.442, -2.146], [1.699, 2.083, 0.936], [-1.147, -0.663, 1.889], [0.400, -0.923, 0.954], [-0.573, 2.416, -0.796], [0.470, -0.849, -2.312], [1.579, -1.807, -0.732], [-0.397, -2.412, 0.420], [1.395, 0.233, -2.182], [1.732, -0.003, 2.308], [-1.144, -0.767, 0.901], [-0.470, 0.414, -0.977], [-0.448, -0.043, -1.273], [-0.642, -1.403, -0.148], [0.133, -0.001, 0.367], [-0.921, -0.032, -0.152], [0.196, 0.254, -0.203], [-0.118, -0.252, -0.132], [0.051, 0.220, -0.078], [0.015, 0.119, -0.082], [-0.063, -0.166, -0.072], [0.065, -0.197, -0.067], [0.018, 0.070, 0.204], [-0.037, 0.022, 0.135], [-0.036, -0.139, -0.070], [0.282, 0.233, 0.145], [-0.135, -0.067, -0.343], [-0.442, 0.394, 0.447], [0.170, -0.280, 0.146], [0.318, 0.189, -0.065], [0.040, -0.148, 0.088], [0.007, -0.121, 0.139], [0.048, 0.124, -0.004], [0.132, 0.224, 0.007], [-0.105, -0.048, -0.131], [-0.132, -0.018, -0.087], [0.073, 0.106, 0.034], [0.063, -0.359, -0.239]]
}